Below is an isolated molecule of C16H26O5, with properties calculated with ωB97M-V/def2-TZVPD.

Spin multiplicity ... 1
SMILES ... COC(C[C@H](O)C[C@@H](O)[C@H](C)OCc1ccccc1)OC
Frontier orbital gap ... 0.376 hartree

```
47
Properties=species:S:1:pos:R:3:forces:R:3
O 1.663 1.378 4.255 -0.2066 -0.3645 0.4091
O 0.104 -0.457 4.314 1.0386 0.1292 -0.3371
O -2.299 -0.076 2.764 0.1199 -0.4337 0.6938
O 0.955 0.666 -2.283 0.9503 0.0436 -0.2009
O 1.233 1.159 0.374 0.1280 0.2820 -0.6791
C -1.300 -1.782 -5.948 0.0906 0.1085 0.5034
C -2.186 -1.062 -5.147 0.9351 1.2707 0.5111
C 0.075 -1.541 -5.893 0.6098 0.5584 -0.2686
C -1.657 -0.022 -4.328 -0.0212 -0.6450 -0.5554
C 0.578 -0.471 -5.144 -0.0850 -0.7709 0.2437
C -0.267 0.268 -4.327 -1.7208 0.0398 0.3865
C 1.385 1.633 5.643 -1.1293 -0.5582 -0.1800
C 0.968 -1.604 4.524 -0.9226 -0.1608 0.0748
C 0.280 1.300 -3.361 -1.1375 -0.3606 0.1869
C 0.705 0.607 3.535 -1.0429 0.2651 0.4761
C -0.442 1.495 2.986 0.2762 -0.0135 -0.7526
C 0.905 -1.479 -1.119 1.0612 1.3356 -1.5136
C -0.788 -0.069 0.926 -0.0577 0.1819 0.1410
C -1.455 0.794 2.024 1.2335 -1.1024 0.4764
C 0.182 -0.114 -1.363 -0.1143 -0.5253 -0.8032
C -0.041 0.745 -0.134 0.6251 -0.7760 0.7616
H -1.716 -0.635 3.343 -0.6030 0.8827 -0.6523
H 1.809 1.340 -0.408 -0.7121 -0.0988 0.7161
H -1.696 -2.540 -6.589 -0.0501 -0.4590 -0.2681
H -3.263 -1.245 -5.158 0.4279 -0.0217 -0.0483
H 0.834 -2.119 -6.453 -0.8988 0.1858 0.1550
H -2.359 0.555 -3.700 0.5834 -0.2843 -0.3129
H 1.656 -0.310 -5.118 -0.2742 0.1099 0.0032
H 2.034 2.409 6.027 0.3535 0.1171 -0.3541
H 0.341 1.966 5.821 0.4384 -0.1387 -0.2819
H 1.525 0.726 6.250 0.0587 0.1750 -0.1938
H 1.706 -1.683 3.731 0.2040 0.1313 -0.1237
H 0.309 -2.507 4.439 0.6031 0.7323 0.3777
H 1.492 -1.573 5.506 -0.4755 0.0539 -0.6001
H -0.508 1.969 -2.947 0.1636 -0.4330 -0.4096
H 0.945 1.921 -3.938 0.7578 0.2455 0.3571
H 1.224 0.159 2.692 0.4184 0.1025 0.0653
H -1.017 1.923 3.797 -0.1766 0.0110 0.3585
H 0.018 2.346 2.451 0.0367 -0.4791 0.2283
H 0.307 -2.170 -0.607 -1.0768 -0.8390 0.8854
H 1.815 -1.318 -0.536 -0.0559 0.0410 -0.0477
H 1.208 -1.985 -2.076 -0.3961 0.8123 0.6993
H -0.152 -0.820 1.451 -0.1715 0.4568 -0.6677
H -1.564 -0.647 0.375 0.1813 0.3999 0.5925
H -2.055 1.556 1.538 -0.3743 0.1036 0.1368
H -0.811 -0.295 -1.787 0.0311 -0.1918 -0.1541
H -0.682 1.609 -0.401 0.3764 -0.1190 -0.0349
```
Forces are in eV/Å.